The following is a quantum chemistry calculation of a single C5H8O molecule, from the Open Molecules 2025 dataset.

```
14
Properties=species:S:1:pos:R:3:forces:R:3:mulliken_charge:R:1
C 0.79779 -1.09732 0.02979 -0.3 0.3 0.1 -0.24
C -0.01754 -0.79997 1.06124 -0.2 0.1 -0.1 -0.48
C -0.67384 0.62291 1.14018 -1.0 0.2 0.3 -0.35
O 0.17414 1.35399 0.32049 -0.2 0.2 0.1 -0.35
C -0.30983 0.78106 -0.88898 -0.9 0.4 -0.3 -0.83
C 0.86050 -0.20792 -1.25421 -0.3 0.2 -0.1 -0.54
H 1.46266 -1.96782 0.08073 -0.4 0.3 -0.1 0.35
H -0.06804 -1.45336 1.93017 0.0 0.1 -0.2 0.40
H -0.71943 1.01380 2.15600 0.2 -0.1 0.2 0.32
H -1.70246 0.93863 0.59632 0.9 -1.6 2.2 0.16
H -1.31502 1.47818 -0.94883 2.5 -0.2 -2.6 0.41
H -1.00352 -0.03782 -0.71954 0.0 -0.3 0.4 0.52
H 0.63777 -0.82252 -2.13450 0.0 0.1 0.2 0.30
H 1.87681 0.19817 -1.36887 -0.4 0.2 0.0 0.33
```
Positions in Å, forces in eV/Å.

Calculated values
Energy relative to the best compared isomer or geometry (same formula, charge and spin), kJ/mol: 482.08
Structure (SMILES): C1=CCOCC1
Charge: 0
HOMO level, eV: -9.11
LUMO energy, Eh: 0.0413

The following is a quantum chemistry calculation of a single C5H8O molecule, from the Open Molecules 2025 dataset.

```
14
Properties=species:S:1:pos:R:3:forces:R:3:mulliken_charge:R:1
C 1.97455 -0.56790 -0.36351 -0.3 0.5 0.3 -0.94
C 0.57853 -0.98847 -0.23914 -1.1 0.2 0.1 0.68
O 0.15848 -2.01995 0.24675 0.1 0.6 -0.6 -0.57
C -0.27338 0.31912 -0.35515 -0.5 -0.5 -0.5 -0.33
C -1.70871 0.09554 -0.11846 -0.6 -0.1 -0.2 -0.56
C -0.97483 0.94155 0.86413 0.1 -0.1 0.1 -0.54
H 2.22061 0.12730 -1.15969 -0.3 -0.2 -0.3 0.29
H 1.41730 0.17240 0.37323 3.6 -0.3 0.6 0.31
H 2.78728 -1.30818 -0.20933 -0.7 0.7 0.7 0.29
H 0.04430 1.04354 -1.11204 -0.1 -0.4 0.2 0.36
H -1.88459 -0.93391 0.17751 -0.3 0.2 -0.1 0.26
H -2.38768 0.55177 -0.81861 -0.4 0.0 0.1 0.25
H -1.17700 2.01699 0.85589 0.3 -0.4 -0.2 0.26
H -0.77485 0.55021 1.85842 0.0 -0.1 -0.2 0.23
```
Positions in Å, forces in eV/Å.

Calculated values
Energy relative to the best compared isomer or geometry (same formula, charge and spin), kJ/mol: 256.35
Structure (SMILES): CC(=O)C1CC1
Charge: 0
HOMO level, eV: -9.67
LUMO energy, Eh: 0.0365

We obtain strongest force on any atom values of 3.67 3.68 eV/Å for the records listed above, in that order.
We obtain Kohn-Sham gap values of 10.232 10.668 eV for the records listed above, in that order.